ORCA calculation (ωB97M-V with the def2-TZVPD basis set) on a molecular structure, C18H15BrN8O4RuS.

Last column: Löwdin charge in e.
Geometry (Å):
Ru (-0.498, 0.086, 0.573)  1.2219
N (-4.325, -0.911, 2.510)  0.0440
C (-3.305, -0.719, 1.602)  -0.8970
S (-2.771, 0.917, 1.363)  0.5834
N (-2.883, -1.743, 0.964)  -0.0139
N (-1.893, -1.448, 0.039)  -0.1181
C (-1.577, -2.429, -0.719)  -0.0764
C (-0.708, -2.370, -1.854)  -0.1641
C (-0.576, -3.511, -2.658)  -0.0568
C (0.206, -3.515, -3.789)  -0.1190
C (0.911, -2.349, -4.114)  -0.0972
C (0.807, -1.223, -3.333)  -0.0189
C (-0.030, -1.183, -2.193)  -0.3714
O (-0.177, -0.066, -1.547)  -0.2002
H (-4.398, -0.209, 3.225)  0.0592
H (-4.445, -1.866, 2.806)  0.0808
H (-2.070, -3.375, -0.509)  0.1264
H (-1.125, -4.404, -2.372)  0.1044
H (0.286, -4.404, -4.401)  0.0856
H (1.553, -2.339, -4.987)  0.0945
H (1.362, -0.320, -3.558)  0.1130
Br (0.521, 3.348, 2.174)  0.7845
C (1.887, 2.125, 1.700)  -0.7180
C (3.139, 2.346, 2.243)  -0.1231
C (4.137, 1.428, 1.959)  -0.0437
C (3.833, 0.329, 1.181)  0.0072
C (2.544, 0.186, 0.700)  -0.1731
N (1.587, 1.089, 0.924)  0.0278
C (2.127, -1.094, 0.013)  -0.6072
O (2.930, -1.638, -0.726)  0.0684
O (0.969, -1.508, 0.380)  -0.1075
H (3.308, 3.193, 2.890)  0.0967
H (5.132, 1.565, 2.363)  0.1110
H (4.559, -0.437, 0.946)  0.1215
C (-2.417, 1.813, -2.052)  -0.0183
C (-1.485, 2.701, -1.283)  -0.5791
N (-1.564, 4.035, -1.547)  0.1609
O (-0.643, 2.298, -0.491)  -0.1437
H (-3.156, 2.384, -2.617)  0.0734
H (-2.913, 1.142, -1.353)  0.0357
H (-1.817, 1.196, -2.718)  0.0827
H (-2.341, 4.417, -2.054)  0.0902
H (-1.009, 4.650, -0.977)  0.1007
N (-0.316, -0.189, 2.657)  0.0011
C (0.585, -0.083, 3.401)  -0.3624
N (1.578, -0.061, 4.180)  0.0892
C (2.008, 0.746, 5.111)  -0.4223
N (2.476, 1.401, 5.948)  0.0670

Values from the calculation:
E_LUMO (spin up / spin down) ... 0.089 / 0.089 hartree
Charge ... -1
DFT total energy ... -122482.7215 eV
ΔE to the lowest compared entry with this formula, charge and spin ... 52.2 kcal/mol
Frontier orbital gap (spin up / spin down) ... 6.94 / 6.94 eV
HOMO level (spin up / spin down) ... -0.166 / -0.166 Ha
2S+1 ... 2

ORCA calculation (ωB97M-V with the def2-TZVPD basis set) on a molecular structure, C24H20As4F24HgN4O8.

Last column: Löwdin charge in e.
Geometry (Å):
Hg (-16.187, 26.554, 20.780)  1.3067
As (-17.294, 25.292, 24.463)  0.9543
F (-17.926, 24.727, 25.957)  -0.2535
F (-16.577, 23.648, 24.129)  -0.2804
F (-16.538, 25.795, 22.830)  -0.3753
F (-17.784, 26.930, 24.853)  -0.2625
F (-15.701, 25.890, 25.046)  -0.2733
F (-18.907, 24.988, 23.595)  -0.3079
As (-12.808, 24.992, 22.962)  0.8851
F (-11.709, 26.293, 22.353)  -0.3005
F (-14.079, 25.693, 21.925)  -0.3112
F (-13.924, 23.824, 23.634)  -0.2512
F (-11.573, 24.362, 24.021)  -0.2857
F (-13.213, 26.117, 24.358)  -0.3009
F (-12.262, 23.883, 21.662)  -0.2838
As (-16.243, 22.853, 20.037)  0.9252
F (-15.629, 22.485, 21.700)  -0.2582
F (-17.910, 22.187, 20.397)  -0.2967
F (-16.777, 23.204, 18.324)  -0.3157
F (-14.704, 23.611, 19.633)  -0.2750
F (-15.620, 21.246, 19.524)  -0.2973
F (-16.710, 24.455, 20.563)  -0.3265
As (-15.022, 29.396, 23.211)  0.8905
F (-16.628, 29.544, 24.026)  -0.2910
F (-14.497, 30.582, 24.381)  -0.2806
F (-13.352, 29.309, 22.448)  -0.2980
F (-15.573, 28.128, 22.268)  -0.2870
F (-15.505, 30.674, 22.037)  -0.2883
F (-14.529, 28.077, 24.432)  -0.2944
C (-14.538, 27.576, 13.692)  -0.1128
C (-13.925, 26.831, 14.731)  -0.0344
C (-14.623, 26.551, 15.924)  0.0234
C (-16.001, 26.868, 16.035)  -0.1156
C (-16.635, 27.576, 14.950)  0.0444
C (-15.801, 27.920, 13.825)  -0.1076
N (-16.745, 26.493, 17.259)  -0.2258
O (-17.989, 26.596, 17.080)  0.0763
O (-16.166, 26.227, 18.370)  -0.0246
H (-13.954, 27.893, 12.840)  0.1078
H (-12.896, 26.571, 14.530)  0.1028
H (-14.132, 26.047, 16.744)  0.1097
H (-17.625, 27.985, 15.086)  0.1070
H (-16.247, 28.449, 12.995)  0.1021
C (-23.114, 25.024, 21.203)  -0.0792
C (-22.066, 24.870, 20.331)  -0.0885
C (-20.890, 25.550, 20.476)  -0.0111
C (-20.722, 26.528, 21.443)  -0.0849
C (-21.878, 26.812, 22.269)  0.0112
C (-23.034, 26.056, 22.156)  -0.0805
N (-19.414, 27.270, 21.525)  -0.2893
O (-19.239, 27.960, 22.482)  0.1533
O (-18.588, 26.978, 20.645)  -0.0470
H (-24.025, 24.470, 21.032)  0.0979
H (-22.141, 24.120, 19.558)  0.1076
H (-20.023, 25.325, 19.873)  0.1215
H (-21.764, 27.585, 23.014)  0.1110
H (-23.942, 26.346, 22.664)  0.0964
C (-15.466, 32.882, 17.252)  -0.0709
C (-16.382, 33.202, 18.243)  -0.0603
C (-17.042, 32.201, 19.016)  0.0016
C (-16.753, 30.885, 18.864)  -0.1142
C (-15.753, 30.568, 17.919)  -0.0149
C (-15.179, 31.507, 17.098)  -0.0687
N (-17.332, 29.843, 19.779)  -0.2510
O (-16.818, 28.727, 19.995)  -0.0418
O (-18.342, 30.202, 20.362)  0.1062
H (-15.094, 33.621, 16.559)  0.0983
H (-16.548, 34.269, 18.277)  0.0971
H (-17.803, 32.537, 19.705)  0.1193
H (-15.588, 29.506, 17.818)  0.0999
H (-14.605, 31.104, 16.276)  0.1022
C (-9.889, 25.386, 18.066)  -0.0631
C (-11.015, 24.848, 18.752)  -0.0332
C (-12.145, 25.666, 19.026)  0.0063
C (-12.096, 27.067, 18.839)  -0.0935
C (-10.974, 27.681, 18.144)  0.0086
C (-9.982, 26.765, 17.754)  -0.1104
N (-13.214, 27.983, 19.225)  -0.3103
O (-13.039, 29.200, 19.072)  0.0759
O (-14.144, 27.444, 19.704)  0.0150
H (-8.997, 24.781, 17.999)  0.0943
H (-10.988, 23.776, 18.879)  0.1066
H (-12.977, 25.247, 19.572)  0.0785
H (-10.876, 28.712, 17.836)  0.1019
H (-9.136, 27.153, 17.206)  0.0822

Values from the calculation:
E_LUMO ... 0.061 hartree
Charge ... -2
DFT total energy ... -360301.7508 eV
Frontier orbital gap ... 7.18 eV
HOMO level ... -0.203 Ha
2S+1 ... 1

ORCA calculation (ωB97M-V with the def2-TZVPD basis set) on 3 unconnected molecules or ions with the total composition C23H45FNO12P2.

Last column: Löwdin charge in e.
Geometry (Å):
C (8.325, -4.048, 0.749)  -0.0945
O (7.768, -5.065, -0.097)  -0.1517
C (7.485, -4.523, -1.398)  -0.1835
O (6.322, -5.102, -1.990)  0.0660
C (5.174, -4.378, -1.744)  -0.4021
O (4.330, -4.124, -2.545)  0.1954
C (4.935, -3.898, -0.257)  0.0286
C (4.746, -4.998, 0.726)  0.1405
C (4.498, -4.598, 2.092)  -0.1839
F (4.325, -5.591, 3.002)  0.1293
N (4.470, -3.279, 2.482)  0.1663
C (4.643, -2.237, 1.581)  0.0520
C (4.884, -2.466, 0.147)  -0.0754
C (5.037, -1.314, -0.897)  -0.1230
C (6.484, -0.698, -1.004)  -0.1448
C (6.967, 0.104, 0.274)  -0.2293
O (8.389, -0.025, 0.459)  -0.0769
H (8.613, -4.471, 1.752)  0.1123
H (7.603, -3.199, 0.948)  0.0776
H (9.259, -3.600, 0.312)  0.1067
H (8.393, -4.675, -2.051)  0.1721
H (7.374, -3.413, -1.267)  0.1066
H (4.762, -6.076, 0.421)  0.1654
H (4.285, -3.112, 3.476)  0.1959
H (4.578, -1.194, 1.985)  0.1535
H (4.228, -0.559, -0.700)  0.1394
H (4.811, -1.774, -1.904)  0.1169
H (7.287, -1.430, -1.278)  0.0980
H (6.444, 0.050, -1.850)  0.1336
H (6.809, 1.201, 0.065)  0.1368
H (6.419, -0.200, 1.211)  0.0975
H (8.663, -0.949, 0.338)  0.0659
O (-2.107, 1.014, -2.605)  -0.2030
P (-0.852, 0.177, -2.763)  0.7036
O (-1.520, -1.067, -3.617)  -0.2321
C (-1.857, -0.843, -4.984)  -0.2841
C (-0.624, -0.864, -5.868)  -0.0802
O (-0.903, -0.457, -1.233)  -0.2635
C (-1.365, 0.336, -0.137)  -0.2893
C (-2.766, -0.087, 0.251)  -0.0671
O (0.680, -0.509, -2.954)  -0.2486
C (1.164, -1.632, -2.226)  -0.2967
C (0.440, -2.931, -2.507)  -0.0671
H (-2.395, 0.104, -5.091)  0.1099
H (-2.536, -1.644, -5.283)  0.1218
H (0.041, -0.028, -5.631)  0.0702
H (-0.903, -0.793, -6.921)  0.0808
H (-0.052, -1.781, -5.715)  0.0727
H (-1.322, 1.401, -0.374)  0.1058
H (-0.684, 0.167, 0.702)  0.1106
H (-3.446, -0.069, -0.602)  0.0752
H (-3.168, 0.564, 1.031)  0.0762
H (-2.761, -1.115, 0.624)  0.0764
H (1.199, -1.414, -1.156)  0.1047
H (2.207, -1.757, -2.538)  0.1025
H (-0.571, -2.923, -2.097)  0.0759
H (0.974, -3.768, -2.051)  0.0749
H (0.362, -3.112, -3.580)  0.0780
O (-4.747, 3.358, 2.066)  -0.2259
P (-5.687, 4.493, 2.431)  0.6992
O (-6.639, 3.658, 3.492)  -0.2324
C (-6.104, 3.341, 4.773)  -0.2924
C (-6.102, 4.552, 5.687)  -0.0811
O (-6.604, 4.373, 1.058)  -0.2576
C (-6.000, 4.030, -0.189)  -0.2883
C (-6.314, 2.588, -0.533)  -0.0731
O (-6.500, 5.918, 2.810)  -0.2485
C (-7.803, 6.267, 2.338)  -0.2755
C (-8.920, 5.379, 2.843)  -0.0740
H (-5.095, 2.930, 4.670)  0.1051
H (-6.736, 2.560, 5.200)  0.1196
H (-5.422, 5.323, 5.313)  0.0705
H (-5.786, 4.274, 6.694)  0.0778
H (-7.096, 5.000, 5.740)  0.0746
H (-4.923, 4.209, -0.168)  0.1032
H (-6.419, 4.690, -0.952)  0.1170
H (-6.038, 1.909, 0.276)  0.0697
H (-5.790, 2.281, -1.441)  0.0758
H (-7.389, 2.463, -0.691)  0.0774
H (-7.814, 6.344, 1.250)  0.1122
H (-7.984, 7.280, 2.707)  0.1205
H (-8.874, 4.383, 2.401)  0.0719
H (-9.890, 5.810, 2.585)  0.0836
H (-8.869, 5.264, 3.927)  0.0722

Values from the calculation:
E_LUMO ... -0.190 hartree
Charge ... +1
DFT total energy ... -71925.2612 eV
Frontier orbital gap ... 5.85 eV
HOMO level ... -0.406 Ha
2S+1 ... 1

ORCA calculation (ωB97M-V with the def2-TZVPD basis set) on 22 unconnected molecules or ions with the total composition C32H59BrCl43N2O2PS.

Last column: Löwdin charge in e.
Geometry (Å):
C (-3.322, -7.702, -0.669)  -0.0786
C (-2.505, -6.376, -0.749)  -0.3024
O (-1.144, -6.598, -0.411)  -0.2028
C (-0.432, -5.375, -0.344)  -0.1877
C (0.796, -5.518, 0.602)  -0.1478
O (1.962, -6.056, -0.031)  -0.1924
C (2.889, -5.125, -0.497)  -0.5586
C (2.338, -3.782, -0.927)  -0.2334
N (1.840, -2.795, -1.111)  0.2484
P (3.511, -5.903, -2.149)  0.4814
S (1.972, -5.879, -3.367)  0.1789
C (4.110, -5.037, 0.568)  -0.6642
Cl (3.747, -5.951, 2.086)  0.7802
C (5.257, -5.850, -0.077)  -0.4400
N (6.108, -6.465, -0.463)  0.1849
C (4.674, -3.588, 0.831)  -0.6348
Br (6.619, -3.790, 1.310)  0.7139
C (4.068, -2.827, 2.046)  -0.3242
C (2.712, -2.102, 1.784)  -0.1296
H (-4.338, -7.536, -1.083)  0.0813
H (-3.465, -7.926, 0.410)  0.0623
H (-2.779, -8.503, -1.199)  0.0516
H (-3.023, -5.642, -0.093)  0.1214
H (-2.530, -5.979, -1.793)  0.0993
H (-1.121, -4.594, 0.065)  0.1285
H (-0.118, -4.991, -1.345)  0.1043
H (0.472, -6.293, 1.335)  0.1152
H (0.969, -4.611, 1.214)  0.1128
H (3.802, -7.281, -1.946)  0.0178
H (4.602, -5.176, -2.679)  0.0135
H (4.692, -2.927, -0.047)  0.0204
H (4.793, -2.024, 2.296)  0.0712
H (3.964, -3.424, 2.968)  0.0866
H (2.479, -1.488, 2.680)  0.0730
H (1.845, -2.773, 1.642)  0.0391
H (2.772, -1.423, 0.912)  0.0411
C (-0.557, -0.715, 0.253)  -1.0049
Cl (-0.411, -0.494, 2.002)  0.5712
Cl (-2.251, -0.738, -0.250)  0.5383
H (-0.051, 0.105, -0.247)  -0.0102
H (-0.096, -1.658, -0.024)  -0.0160
C (10.651, -4.790, 0.373)  -1.0091
Cl (10.664, -3.462, -0.793)  0.5028
Cl (9.651, -4.405, 1.779)  0.4607
H (10.251, -5.677, -0.108)  0.0287
H (11.667, -4.975, 0.707)  0.0256
C (5.269, 0.534, -1.039)  -0.9826
Cl (3.895, 1.290, -0.229)  0.5073
Cl (5.841, -0.852, -0.107)  0.5985
H (4.957, 0.198, -2.023)  0.0306
H (6.072, 1.258, -1.134)  0.0323
C (-2.262, 2.874, -0.221)  -0.9990
Cl (-0.493, 2.893, -0.349)  0.5277
Cl (-2.864, 4.297, 0.637)  0.5427
H (-2.685, 2.861, -1.222)  -0.0757
H (-2.567, 1.984, 0.323)  -0.0118
C (0.098, 6.911, -0.018)  -1.0623
Cl (1.012, 7.458, -1.428)  0.4775
Cl (-1.037, 8.145, 0.539)  0.5285
H (-0.459, 6.017, -0.286)  -0.0210
H (0.794, 6.686, 0.783)  -0.0551
C (-1.530, 11.911, -0.694)  -1.0085
Cl (-2.781, 12.290, -1.888)  0.4956
Cl (-1.601, 13.017, 0.682)  0.4809
H (-1.680, 10.895, -0.338)  -0.0115
H (-0.556, 11.997, -1.165)  0.0288
C (-2.488, -1.162, 4.733)  -1.0388
Cl (-1.668, -1.215, 6.301)  0.5063
Cl (-4.080, -0.410, 4.861)  0.5052
H (-1.884, -0.585, 4.041)  -0.0599
H (-2.607, -2.176, 4.365)  0.0281
C (1.994, 3.479, -3.407)  -1.0123
Cl (3.757, 3.489, -3.542)  0.4963
Cl (1.412, 4.913, -2.560)  0.4710
H (1.566, 3.460, -4.405)  0.0284
H (1.688, 2.593, -2.856)  0.0094
C (-4.154, 4.276, -3.876)  -1.0091
Cl (-3.494, 5.885, -3.579)  0.4932
Cl (-2.958, 3.018, -3.530)  0.5648
H (-5.017, 4.126, -3.234)  0.0185
H (-4.450, 4.203, -4.918)  0.0305
C (-0.577, 3.871, 3.796)  -1.0143
Cl (-2.298, 3.911, 4.197)  0.4938
Cl (-0.138, 5.163, 2.667)  0.5088
H (-0.003, 3.991, 4.707)  -0.0502
H (-0.347, 2.914, 3.335)  0.0214
C (3.764, 6.349, 1.859)  -1.0072
Cl (3.135, 4.705, 1.690)  0.4930
Cl (2.811, 7.294, 3.011)  0.5047
H (4.790, 6.298, 2.210)  0.0260
H (3.729, 6.839, 0.890)  0.0237
C (-0.388, -8.376, -5.024)  -1.0181
Cl (-1.234, -7.782, -3.593)  0.5551
Cl (-1.458, -8.431, -6.433)  0.5159
H (0.444, -7.712, -5.240)  -0.0095
H (-0.020, -9.377, -4.824)  0.0299
C (0.786, 15.847, -0.442)  -1.0340
Cl (1.400, 17.481, -0.166)  0.5045
Cl (2.023, 14.627, -0.115)  0.4805
H (-0.059, 15.672, 0.217)  0.0029
H (0.472, 15.760, -1.477)  0.0273
C (-0.301, -9.493, 1.218)  -1.0291
Cl (-1.034, -11.093, 1.043)  0.5055
Cl (-1.156, -8.520, 2.423)  0.5254
H (0.731, -9.615, 1.537)  -0.0601
H (-0.340, -8.980, 0.260)  0.0164
C (3.219, -11.398, 2.721)  -1.0048
Cl (3.241, -10.044, 1.583)  0.5271
Cl (2.252, -11.020, 4.150)  0.5155
H (2.791, -12.264, 2.226)  0.0289
H (4.237, -11.611, 3.030)  0.0257
C (-6.243, 2.912, 1.439)  -1.0653
Cl (-7.678, 3.598, 2.215)  0.5027
Cl (-5.567, 1.584, 2.387)  0.4740
H (-6.517, 2.542, 0.456)  -0.0249
H (-5.491, 3.690, 1.346)  -0.0255
C (0.541, 11.539, 3.710)  -1.0042
Cl (1.241, 12.464, 2.375)  0.4685
Cl (-1.210, 11.375, 3.533)  0.4860
H (0.987, 10.549, 3.723)  0.0178
H (0.753, 12.052, 4.643)  0.0261
C (-6.627, 8.552, -3.758)  -1.0194
Cl (-6.643, 6.810, -3.459)  0.4933
Cl (-8.027, 9.058, -4.709)  0.5055
H (-6.643, 9.071, -2.804)  0.0285
H (-5.722, 8.805, -4.302)  0.0267
C (-7.922, -0.694, -0.609)  -1.0025
Cl (-6.161, -0.685, -0.747)  0.4944
Cl (-8.516, 0.749, 0.222)  0.5389
H (-8.353, -0.723, -1.605)  0.0262
H (-8.224, -1.573, -0.049)  0.0282
C (-1.279, 2.524, 7.981)  -0.9966
Cl (0.055, 2.768, 6.848)  0.5520
Cl (-2.766, 3.313, 7.442)  0.4996
H (-1.465, 1.458, 8.074)  0.0039
H (-0.995, 2.936, 8.944)  0.0258
C (-2.934, -10.080, -9.750)  -1.0348
Cl (-1.725, -10.123, -11.038)  0.4974
Cl (-4.417, -9.280, -10.286)  0.4979
H (-3.171, -11.098, -9.456)  0.0263
H (-2.527, -9.536, -8.904)  -0.0234

Values from the calculation:
E_LUMO ... -0.004 hartree
Charge ... 0
DFT total energy ... -669844.1293 eV
Frontier orbital gap ... 9.16 eV
HOMO level ... -0.340 Ha
2S+1 ... 1